Entry 1:
ORCA calculation (ωB97M-V/def2-TZVPD) on a 2-piece molecular cluster, C3HF3O overall.

- electronic energy (eV) = -13325.1939
- Kohn-Sham gap (Eh) = 0.399
- molar mass (g mol⁻¹) = 110.03
- highest occupied orbital energy (eV) = -9.97

Element x y z (Å)
C 0.79008 2.35357 -1.78402
C 0.01790 -0.47389 0.99931
C -0.32344 -1.03195 -0.15871
O 0.55524 2.27394 -0.67601
F -0.95158 -0.36651 1.93711
F -1.56766 -1.03789 -0.64382
F 0.51153 -1.46253 -1.08396
H 0.96792 -0.25474 1.41010

=====

Entry 2:
ORCA calculation (ωB97M-V/def2-TZVPD) on a 2-piece molecular cluster, C2H8N2O3 overall.

- electronic energy (eV) = -11323.6460
- Kohn-Sham gap (Eh) = 0.360
- molar mass (g mol⁻¹) = 108.10
- SMILES string = NO[C@H](N)O.C=O
- highest occupied orbital energy (eV) = -9.71

Element x y z (Å)
C -2.06397 0.13041 -0.98531
O -2.40308 -0.03712 0.17325
H -1.03734 0.21611 1.26177
H -2.17777 -0.66370 -1.74470
H -1.91113 1.14524 -1.40006
H -0.11057 0.04566 -0.63931
C 0.60952 0.30026 0.24038
N 1.49784 -1.90128 0.31093
N 0.98492 1.66363 0.10694
O 1.74608 -0.52278 0.12412
O -0.06765 0.04988 1.40138
H 1.06818 -2.00688 1.23148
H 0.81897 -2.19494 -0.39247
H 1.40688 1.98829 0.96960
H 1.63913 1.78721 -0.65800

=====

Entry 3:
ORCA calculation (ωB97M-V/def2-TZVPD) on a 7-piece molecular cluster, C35H63NO21 overall.

- electronic energy (eV) = -81803.1593
- Kohn-Sham gap (Eh) = 0.306
- molar mass (g mol⁻¹) = 833.87
- SMILES string = CCCCCCC1=CC(=O)C(CN)=C(OCCCC)C1=O.COC(=O)OC.COC(=O)OC.COC(=O)OC.COC(=O)OC.COC(=O)OC.COC(=O)OC
- highest occupied orbital energy (eV) = -9.24

Element x y z (Å)
C 0.44710 -1.52120 -3.19579
C -0.83773 -2.27340 -2.83263
C -1.24513 -2.09839 -1.35115
C -1.57662 -3.39216 -0.58500
C -2.27905 -4.48080 -1.41037
C -1.32752 -5.55983 -1.97719
C -1.47697 -5.78552 -3.45190
C -2.61060 -6.13205 -4.05549
C -2.66325 -6.37594 -5.51324
O -3.55320 -7.04089 -5.99358
C -1.59085 -5.78699 -6.37347
C -1.85302 -5.67543 -7.85578
N -0.77503 -6.23342 -8.68049
C -0.45691 -5.42812 -5.77637
O 0.60526 -4.91790 -6.43291
C 0.91405 -3.54743 -6.11392
C 0.78541 -2.67350 -7.36278
C -0.42205 -1.71812 -7.37337
C -0.08560 -0.24801 -7.08481
C -0.26147 -5.62810 -4.30627
O 0.83772 -5.61931 -3.82819
H 0.53182 -0.59314 -2.62209
H 0.48042 -1.26594 -4.26003
H 1.33405 -2.12900 -2.98968
H -1.64359 -1.91593 -3.48139
H -0.69487 -3.33754 -3.04822
H -2.08601 -1.40129 -1.27734
H -0.41501 -1.60496 -0.83196
H -2.21845 -3.13487 0.26375
H -0.65792 -3.79960 -0.14404
H -3.02450 -4.96398 -0.77187
H -2.82713 -4.02055 -2.24108
H -0.28722 -5.29510 -1.77436
H -1.50636 -6.51428 -1.46989
H -3.52871 -6.29497 -3.49753
H -2.80041 -6.18239 -8.05325
H -2.01061 -4.61478 -8.08841
H -1.10092 -7.04426 -9.19166
H -0.47188 -5.55974 -9.37387
H 0.22010 -3.20267 -5.33547
H 1.92631 -3.53384 -5.70287
H 0.74887 -3.34722 -8.22448
H 1.70641 -2.08889 -7.46956
H -0.93392 -1.78572 -8.33794
H -1.14940 -2.06638 -6.62839
H -0.72946 0.43122 -7.64815
H 0.95106 -0.02192 -7.35211
H -0.20849 -0.00168 -6.02550
C 2.23157 -6.91944 -10.38575
O 1.89272 -6.30913 -11.63910
C 1.70945 -7.16950 -12.63958
O 1.80331 -8.36797 -12.56767
O 1.39936 -6.47725 -13.73758
C 1.17565 -7.28532 -14.89856
H 2.33659 -6.09950 -9.68214
H 1.43835 -7.58611 -10.05565
H 3.16612 -7.47111 -10.46535
H 0.34716 -7.97134 -14.73281
H 2.06975 -7.85446 -15.14565
H 0.93761 -6.58696 -15.69472
C -1.03220 3.50879 1.44398
O 0.32642 3.13495 1.70386
C 0.69623 1.97565 1.15874
O -0.00158 1.25568 0.49183
O 1.97047 1.75217 1.47708
C 2.50363 0.52830 0.95596
H -1.17136 4.45906 1.95172
H -1.19946 3.62063 0.37437
H -1.71591 2.76168 1.84217
H 2.46378 0.52740 -0.13181
H 1.94485 -0.32359 1.33906
H 3.53279 0.49313 1.29857
C 1.79749 5.89809 2.54589
O 0.96124 6.71732 3.37506
C 1.49614 7.03400 4.55476
O 2.58784 6.70812 4.94539
O 0.60575 7.75548 5.23566
C 1.02825 8.13239 6.55408
H 1.22329 5.72108 1.64218
H 2.72583 6.41388 2.30820
H 2.01377 4.95176 3.03608
H 1.91290 8.76398 6.50380
H 1.24455 7.24953 7.15411
H 0.19167 8.67343 6.98513
C 2.96682 4.58249 8.54374
O 2.08586 5.30006 9.41982
C 2.60225 5.58105 10.61533
O 3.70363 5.28041 10.99821
O 1.68900 6.25315 11.31885
C 2.11499 6.62183 12.63534
H 2.40240 4.42589 7.62927
H 3.86060 5.16738 8.33712
H 3.24502 3.62631 8.98259
H 2.99042 7.26663 12.58694
H 2.35246 5.73640 13.22197
H 1.27525 7.15333 13.07196
C -4.64580 6.81929 9.38313
O -4.30053 6.02956 8.23839
C -3.16578 6.39404 7.64258
O -2.44664 7.29740 7.98751
O -2.95647 5.58522 6.60281
C -1.75174 5.87359 5.88172
H -5.57854 6.40271 9.74974
H -3.87042 6.74734 10.14342
H -4.77858 7.86183 9.10072
H -0.88127 5.76966 6.52798
H -1.77537 6.88028 5.47430
H -1.70156 5.14599 5.07660
C 1.30797 -0.82174 6.99958
O 0.99359 0.56309 6.81334
C -0.01709 1.00140 7.56654
O -0.64846 0.34068 8.35034
O -0.20510 2.29393 7.30252
C -1.26611 2.90207 8.04906
H 2.13763 -1.02196 6.32880
H 1.59783 -1.01220 8.03115
H 0.45278 -1.44502 6.74527
H -1.07030 2.84656 9.11821
H -2.21787 2.42466 7.82425
H -1.29366 3.93780 7.73168